# 1
Entry from the OMol25 dataset: a molecular structure, C11H17BN6OPt (ωB97M-V/def2-TZVPD).

XYZ file:
```
37
Properties=species:S:1:pos:R:3:mulliken_spin:R:1
H -1.48135 -2.40791 -1.57341 0.00
N -0.88579 -0.34709 -1.80703 0.00
B -0.48244 1.99436 -2.75796 -0.02
N -1.01887 0.54728 -2.84102 0.00
C -1.65566 -0.05033 -3.85898 0.00
Pt 0.09669 0.13772 -0.06260 0.84
H -1.84229 0.51533 -4.75778 0.00
C -1.93781 -1.35140 -3.48834 0.01
H -2.44160 -2.07014 -4.10418 0.00
C -1.44569 -1.52309 -2.19793 -0.01
H -0.68910 2.65715 -3.73231 0.00
C 1.00527 0.77871 1.66909 0.02
H 1.07041 -0.01167 2.43446 0.00
H 0.45044 1.64458 2.06480 0.00
H 2.00853 1.16959 1.43226 0.00
N 1.00806 1.82136 -2.41125 -0.02
N -1.16224 2.53673 -1.47272 0.00
N 1.37457 1.05487 -1.33975 0.15
N -1.07297 1.86011 -0.28550 -0.03
C 2.12193 2.27709 -3.01191 0.00
C -1.92016 3.62478 -1.27746 0.00
H 2.01286 2.90319 -3.87927 0.00
H -2.09780 4.27376 -2.10725 0.00
C 3.22619 1.80639 -2.31255 0.01
C -2.30492 3.66166 0.05007 0.01
C 2.72804 1.03161 -1.27003 -0.02
C -1.76198 2.53564 0.66184 0.00
H 4.25602 2.00785 -2.52792 0.00
H -2.89443 4.41120 0.51860 0.00
H 3.24983 0.49442 -0.49486 0.00
H -1.81455 2.19732 1.68939 0.00
H 1.00450 -1.17124 -0.26002 0.05
C 0.08528 -2.60372 2.69998 -0.01
O -0.54888 -2.13682 1.57345 0.89
H -0.27745 -2.08261 3.60001 0.00
H 1.18941 -2.56078 2.75803 0.06
H -0.19364 -3.66271 2.73425 0.06
```

Spin multiplicity   3
ΔE to the lowest compared entry with this formula, charge and spin   0.2159 eV
<S²>   2.01
Gap between HOMO and LUMO (alpha / beta)   7.690 / 7.555 eV

=====

# 2
Entry from the OMol25 dataset: C11H17F9OSi in the gas phase (ωB97M-V/def2-TZVPD).

XYZ file:
```
39
Properties=species:S:1:pos:R:3:lowdin_charge:R:1
F -0.28351 -2.75420 -0.19038 0.10
F 1.04443 -4.41509 0.43458 0.11
F 0.35298 -3.01812 2.02336 0.13
F 3.13642 0.60160 -0.91874 0.10
F 2.81261 -1.32438 -2.08904 0.09
F 3.84175 0.61690 -2.99076 0.13
F -3.01306 3.60064 1.12566 0.13
F -1.83086 2.20120 2.26901 0.10
F -1.01115 4.22797 1.83929 0.16
O -1.45370 -0.44112 0.04258 -0.24
C -3.34068 -1.27808 1.14689 -0.04
C 0.67633 -3.12810 0.72667 -0.56
C 2.94289 0.05309 -2.15661 -0.55
C -1.75174 3.22650 1.36899 -0.61
C -1.90275 -0.81506 1.27061 -0.36
C 1.87180 -2.15041 0.51695 -0.12
C 1.62773 0.58657 -2.68403 -0.14
C -1.16810 2.74923 0.02603 -0.11
C 1.40096 -0.75936 0.88326 -0.20
C 0.37830 -0.06773 -2.08679 -0.19
C 0.09639 1.95072 0.30706 -0.21
Si 0.13824 0.18702 -0.26124 0.62
H -3.93495 -0.45020 0.73207 0.08
H -3.36742 -2.13402 0.50710 0.07
H -3.80185 -1.57397 2.10786 0.08
H -1.20585 -1.60427 1.55887 0.08
H -1.69620 0.05319 1.85060 0.09
H 2.11888 -2.24235 -0.58087 0.12
H 2.69299 -2.45272 1.12036 0.11
H 1.60010 1.68547 -2.57887 0.12
H 1.58196 0.53124 -3.81977 0.15
H -1.90384 2.19834 -0.53291 0.11
H -0.96473 3.60279 -0.58187 0.12
H 2.28371 -0.12975 0.97436 0.07
H 0.93609 -0.74692 1.89316 0.09
H -0.61514 0.22054 -2.48693 0.11
H 0.47270 -1.09415 -2.22217 0.05
H 0.19476 1.79918 1.38214 0.08
H 1.04352 2.48782 0.07354 0.10
```

ΔE to the lowest compared entry with this formula, charge and spin   0.2250 eV
Gap between HOMO and LUMO   10.243 eV

=====

# 3
Entry from the OMol25 dataset: a molecular structure, C11H17FeN3O4 (ωB97M-V/def2-TZVPD).

XYZ file:
```
36
Properties=species:S:1:pos:R:3:mulliken_spin:R:1
Fe 0.02899 1.36073 -1.23977 3.67
O 2.83317 -1.70117 0.60497 0.05
C 3.34380 -0.58618 0.41619 0.10
C 1.02501 2.92127 -1.31342 -0.01
O 1.97792 3.50716 -1.68470 0.05
C 1.32109 0.34827 -2.40888 -0.02
O 1.80186 -0.57197 -2.94426 0.03
C 2.51341 0.55185 0.85006 0.19
O 1.83337 1.13233 1.62735 0.14
C 4.65633 -0.29305 -0.31530 -0.05
H 5.41348 -0.24144 0.51409 0.08
H 4.87351 -1.19398 -0.93999 0.01
C 4.73394 0.84752 -1.19919 0.39
H 4.73906 0.73640 -2.26337 0.03
H 4.41400 1.78640 -0.81490 0.05
C -0.93781 -2.63079 1.08076 0.00
N -1.90753 -1.54269 0.86913 0.07
C -3.26967 -1.86018 1.27078 0.00
C -1.53236 -0.36840 0.31775 0.04
N -0.31963 -0.20091 -0.22639 0.13
N -2.32901 0.75040 0.28702 0.00
C -3.73133 0.97277 0.42114 0.00
C -1.71061 1.93195 -0.28586 -0.01
H -1.46759 -3.37453 1.67625 0.00
H -0.04123 -2.31852 1.64965 0.00
H -0.59585 -3.13265 0.15249 0.00
H -3.58165 -1.21433 2.09824 0.00
H -3.97234 -1.79862 0.42844 0.00
H -3.25118 -2.88757 1.62214 0.00
H 0.27308 -1.03215 -0.24999 -0.01
H -3.86688 1.84033 1.07533 0.00
H -4.16365 1.23718 -0.55371 0.00
H -4.27675 0.14207 0.83025 0.00
H -0.80812 2.26146 0.26082 0.05
H -1.55852 1.88752 -1.38391 0.00
H -2.46032 2.73350 -0.22921 0.00
```

Spin multiplicity   6
ΔE to the lowest compared entry with this formula, charge and spin   0.0000 eV
Net charge   +3
<S²>   8.80
Gap between HOMO and LUMO (alpha / beta)   5.372 / 5.608 eV

=====

# 4
Entry from the OMol25 dataset: 2 unconnected molecules or ions with the total composition C11H17N2O (ωB97M-V/def2-TZVPD).

XYZ file:
```
31
Properties=species:S:1:pos:R:3:lowdin_charge:R:1
C 3.06160 -1.21028 -2.48302 -0.01
C 2.57865 0.09104 -2.20712 0.04
C 2.40970 -2.28006 -1.90607 0.00
C 1.39594 0.21387 -1.35590 0.04
C 1.24575 -2.08802 -1.19729 0.01
C -1.02125 -1.63269 0.67906 -0.49
C -0.15935 -2.47809 1.65807 0.01
C -2.28626 3.10001 0.92413 -0.03
C -0.47738 1.48425 1.78367 -0.01
C -1.73148 1.06028 -0.27824 0.19
C -1.15248 2.16354 0.50185 -0.41
N 0.71351 -0.88523 -0.93466 -0.08
N -0.42380 -0.75492 -0.26487 0.07
O -2.22871 -1.68675 0.68678 0.07
H 3.85599 -1.56425 -3.01779 0.09
H 3.04218 1.05116 -2.50469 0.13
H 2.78912 -3.20857 -1.97564 0.09
H 1.03698 1.20475 -1.14447 0.12
H 0.76587 -2.92296 -0.84277 0.12
H 0.81650 -2.07761 1.82501 0.06
H 0.02199 -3.56213 1.68852 0.10
H -0.66474 -2.07876 2.54462 0.09
H -2.74846 3.56945 0.08951 0.08
H -3.00493 2.56293 1.41138 0.06
H -1.79396 3.93145 1.47314 0.12
H 0.41894 1.01893 1.50560 0.04
H -1.16959 0.65379 2.03323 0.09
H -0.38781 2.21240 2.56927 0.08
H -2.35098 0.28191 0.19096 0.08
H -2.01263 1.04963 -1.33724 0.12
H -0.53891 2.78091 -0.11501 0.12
```

ΔE to the lowest compared entry with this formula, charge and spin   5.4046 eV
Net charge   +1
Gap between HOMO and LUMO (alpha / beta)   8.258 / 8.259 eV

=====

# 5
Entry from the OMol25 dataset: a gas-phase ion, C11H17N3S (charge +2) (ωB97M-V/def2-TZVPD).

XYZ file:
```
32
Properties=species:S:1:pos:R:3:lowdin_charge:R:1
C 0.79220 2.06152 0.76018 0.06
C 1.93501 1.84503 0.38301 -0.07
C 3.04579 -0.79921 -0.03762 -0.48
C 3.62163 -1.90245 0.40053 0.11
C 4.96448 0.40203 -0.75946 0.22
C -0.98927 -1.22888 1.00526 -0.17
C -1.95528 -0.96875 -0.14468 -0.11
C -1.39513 1.39936 -0.16824 -0.08
C -0.37750 1.21134 0.96199 -0.29
C 0.18246 -0.25390 0.98586 -0.44
C -3.50692 0.65223 -1.13372 0.03
N 3.20450 1.66574 -0.01074 0.08
N 3.76941 0.45387 -0.26871 -0.10
N -2.49649 0.41271 -0.08372 -0.14
S 1.28341 -0.67681 -0.49040 1.03
H 3.04385 -2.80670 0.53043 0.10
H 4.67150 -1.97388 0.64541 0.10
H 5.53175 1.30092 -0.95142 0.13
H 5.41537 -0.54581 -0.99830 0.13
H -1.50665 -1.14321 1.96469 0.14
H -0.62786 -2.25502 0.92886 0.13
H -1.44202 -1.09154 -1.10190 0.13
H -2.78413 -1.67829 -0.10224 0.15
H -1.81013 2.40926 -0.12278 0.16
H -0.89387 1.27048 -1.13167 0.15
H -0.84438 1.40182 1.93411 0.16
H 0.80935 -0.38252 1.86724 0.13
H -3.90804 1.66246 -1.04985 0.12
H -3.05720 0.53338 -2.11914 0.12
H -4.32881 -0.05641 -1.03956 0.12
H 3.79554 2.46453 -0.23003 0.19
H -2.95698 0.52664 0.82861 0.21
```

Net charge   +2
Gap between HOMO and LUMO   8.102 eV

=====

# 6
Entry from the OMol25 dataset: C11H17N5O3 in the gas phase (ωB97M-V/def2-TZVPD).

XYZ file:
```
36
Properties=species:S:1:pos:R:3:lowdin_charge:R:1
N 3.44280 -1.36004 0.88834 0.18
O -3.48014 -3.53499 0.38144 0.07
N 3.15688 0.66609 -0.55676 0.08
N -3.11364 -1.83265 -1.00648 0.18
N 3.33398 -0.37741 0.19062 -0.18
O -2.72168 -0.20539 -2.33012 0.13
O 1.84282 4.02084 0.60477 -0.07
C -2.73331 -2.64110 0.04313 -0.47
C -2.39912 -0.78415 -1.19206 -0.43
N -1.40622 -0.28131 -0.37274 0.03
C -0.32429 -3.23912 -0.24389 -0.03
C -1.08058 -1.08274 0.83049 -0.11
C 0.77966 0.47123 -1.29676 -0.09
C -1.36021 -2.56215 0.67162 -0.27
C -0.59668 0.92105 -0.78085 -0.20
C 1.82135 2.87726 1.44758 -0.22
C -0.30529 1.88146 0.40788 -0.08
C 1.82424 1.34249 -0.60369 -0.27
C 1.15244 1.69421 0.75585 -0.27
H -3.44729 -0.79300 -2.55232 0.12
H 2.34519 4.76953 0.97246 0.10
H -0.25700 -2.65674 -1.17661 0.08
H -0.63068 -4.25257 -0.49282 0.09
H 0.65293 -3.24085 0.25521 0.08
H -0.01225 -0.97501 1.04960 0.12
H -1.65468 -0.70876 1.69694 0.14
H 0.89641 -0.57416 -1.00373 0.10
H 0.87916 0.51079 -2.39073 0.13
H -1.32394 -3.01497 1.67407 0.15
H -1.14983 1.50676 -1.51598 0.15
H 2.87282 2.66558 1.73929 0.13
H 1.29003 3.09373 2.36050 0.11
H -0.95917 1.65378 1.24331 0.12
H -0.47177 2.90098 0.10620 0.12
H 1.90123 2.27979 -1.22091 0.16
H 1.23582 0.86156 1.41713 0.12
```

ΔE to the lowest compared entry with this formula, charge and spin   4.3388 eV
Gap between HOMO and LUMO   9.491 eV

=====

| no. | maximum force (eV/A) | electronic energy (Eh) |
| --- | --- | --- |
| 1 | 3.3 | -977.21292 |
| 2 | 4.9 | -1692.94011 |
| 3 | 10.1 | -2156.91978 |
| 4 | 4.1 | -613.68938 |
| 5 | 2.7 | -991.04183 |
| 6 | 8.0 | -928.78089 |